[1]
Here is a molecular structure, C30H30MnN4O2PS from OMol25. Energies are from the ωB97M-V functional and the def2-TZVPD basis.

Last column: Löwdin charge in e.
Positions of all 69 atoms, in Å:
Mn -1.3126 -1.0137 0.5198  0.7328
S 0.0742 -1.5104 4.8701  1.1045
C 0.5833 -2.7908 3.8634  -0.3482
C 0.1218 -2.5999 2.6060  -0.2076
N -0.6088 -1.4462 2.4342  -0.1168
C -0.7015 -0.7797 3.5551  -0.4413
H 1.1646 -3.6154 4.2398  0.0849
H 0.2706 -3.2708 1.7735  0.1193
H -1.2279 0.1577 3.6494  0.0866
O 0.4221 -0.2646 0.2632  -0.3745
P 1.5981 0.4539 -0.3737  0.8731
C 1.0683 1.7466 -1.4891  -0.2818
C 1.3405 3.0924 -1.2606  -0.0586
C 0.8694 4.0501 -2.1483  -0.0582
C 0.1327 3.6646 -3.2576  -0.0525
C -0.1377 2.3203 -3.4908  -0.0627
C 0.3290 1.3611 -2.6109  -0.0965
C 2.5905 1.1713 0.9334  -0.2754
C 1.9347 1.8914 1.9344  -0.0867
C 2.6580 2.4501 2.9731  -0.0626
C 4.0386 2.2894 3.0197  -0.0569
C 4.6926 1.5720 2.0303  -0.0558
C 3.9713 1.0115 0.9846  -0.0520
C 2.5914 -0.6894 -1.3242  -0.2882
C 2.5219 -2.0534 -1.0564  -0.0591
C 3.3110 -2.9395 -1.7728  -0.0575
C 4.1720 -2.4632 -2.7516  -0.0545
C 4.2444 -1.1027 -3.0213  -0.0558
C 3.4526 -0.2140 -2.3126  -0.0732
H 1.9224 3.3960 -0.3998  0.1062
H 1.0831 5.0959 -1.9738  0.1130
H -0.2301 4.4133 -3.9494  0.1144
H -0.7084 2.0243 -4.3609  0.1169
H 0.1152 0.3125 -2.7836  0.1141
H 0.8582 2.0165 1.8957  0.1038
H 2.1510 3.0137 3.7451  0.1116
H 4.6038 2.7262 3.8322  0.1138
H 5.7660 1.4450 2.0706  0.1140
H 4.4849 0.4466 0.2173  0.1072
H 1.8461 -2.4178 -0.2938  0.0959
H 3.2521 -4.0006 -1.5714  0.1125
H 4.7862 -3.1556 -3.3117  0.1142
H 4.9109 -0.7358 -3.7900  0.1141
H 3.4964 0.8457 -2.5355  0.1181
N -2.6217 -2.3055 0.8437  0.1104
C -3.3283 -3.2415 0.8950  -0.1007
C -4.1386 -4.3237 0.9427  -0.2386
C -4.5009 -4.8744 2.2032  -0.2078
N -4.7978 -5.3123 3.2245  0.1618
C -4.5785 -4.8705 -0.2950  -0.2116
N -4.8923 -5.3102 -1.3111  0.1637
C -2.6018 -1.5167 -2.0089  -0.1081
O -1.5240 -1.1047 -1.1952  -0.3011
H -2.2561 -1.5598 -3.0412  0.0947
H -3.4318 -0.8103 -1.9322  0.0862
H -2.9627 -2.5047 -1.7171  0.0769
C -4.1779 2.2119 0.9107  -0.0604
C -3.2742 1.2495 0.1274  -0.4639
C -2.5205 1.9890 -0.9715  -0.0652
C -2.3461 0.5767 1.1121  -0.1108
H -4.8669 2.7129 0.2306  0.0886
H -3.5823 2.9803 1.4092  0.0876
H -4.7669 1.6888 1.6646  0.0841
H -3.9217 0.4857 -0.3149  0.1225
H -1.9416 2.8145 -0.5474  0.0937
H -3.2180 2.4133 -1.6943  0.0954
H -1.8319 1.3344 -1.5067  0.0408
H -2.8853 0.1400 1.9547  0.0844
H -1.5355 1.2327 1.4461  0.0827

Results
Gap between HOMO and LUMO (alpha / beta): 5.344 / 7.032 eV
LUMO (alpha / beta): -5.52 / -4.04 eV
<S²>: 0.899
Relative energy (zero: lowest compared OMol25 entry of this formula, charge and spin): 5.0 kcal/mol
Charge: +1
Spin multiplicity: 2
E_tot: -93088.5284 eV



[2]
Here is 6 unconnected molecules or ions with the total composition C30H30N6 at a distorted geometry from OMol25. Energies are from the ωB97M-V functional and the def2-TZVPD basis.

Last column: Löwdin charge in e.
Positions of all 66 atoms, in Å:
C -7.2673 -11.0827 16.8887  -0.0888
C -7.6402 -9.7303 16.7105  -0.0637
C -6.6755 -8.7447 17.0138  -0.1729
N -5.5228 -9.0575 17.6187  0.0297
C -5.1971 -10.3108 17.7553  -0.1631
C -6.0088 -11.3838 17.3467  -0.0697
H -7.9427 -11.8837 16.6645  0.0808
H -8.6424 -9.4699 16.2879  0.1139
H -6.8601 -7.6480 16.9209  0.1146
H -4.1855 -10.5292 18.1412  0.0980
H -5.6503 -12.3745 17.2967  0.0593
C -6.1490 -16.5809 17.2093  -0.0629
C -5.8709 -16.6276 18.5745  -0.0729
C -6.4617 -15.6084 19.3780  -0.1267
N -7.2645 -14.5903 18.8924  0.0545
C -7.6073 -14.6494 17.6072  -0.1856
C -7.0746 -15.6087 16.7643  -0.0680
H -5.7306 -17.3467 16.6058  0.0914
H -5.0736 -17.2778 19.0198  0.0955
H -6.2828 -15.4482 20.4341  0.0919
H -8.3181 -13.9472 17.2487  0.0789
H -7.3210 -15.5662 15.7277  0.0888
C -0.3975 -9.6722 19.5274  -0.0918
C 0.5879 -10.5879 19.9082  -0.0797
C 0.2207 -11.5806 20.7973  -0.1569
N -1.0018 -11.6720 21.3622  0.0410
C -1.9582 -10.9118 20.8895  -0.1504
C -1.6360 -9.7685 20.0858  -0.0657
H -0.1084 -8.9822 18.7315  0.1114
H 1.6175 -10.5273 19.5549  0.1035
H 0.8964 -12.4309 21.0088  0.1094
H -2.9393 -11.0562 21.3259  0.1031
H -2.4462 -9.1254 19.7769  0.0945
C -1.0008 -13.7947 15.6779  -0.0641
C -0.9526 -13.6096 17.0489  -0.0577
C -2.1495 -13.3305 17.6976  -0.1692
N -3.2575 -13.0513 17.0911  0.0653
C -3.2632 -13.0516 15.7742  -0.1588
C -2.1879 -13.4213 14.9966  -0.0540
H -0.1060 -14.0221 15.1095  0.1016
H -0.0762 -13.8220 17.6205  0.0955
H -2.1608 -13.3646 18.7751  0.0811
H -4.2295 -12.7035 15.3747  0.1033
H -2.2112 -13.4865 13.8925  0.1094
C -3.5575 -9.1384 13.5413  -0.0654
C -4.7465 -9.3793 14.2161  -0.0869
C -5.5861 -10.3303 13.7549  -0.1823
N -5.3263 -11.1299 12.7236  0.0471
C -4.1948 -10.9273 12.0067  -0.1451
C -3.2620 -9.9274 12.3954  -0.0617
H -2.9833 -8.4054 14.0127  0.0821
H -4.9256 -8.8477 15.1758  0.0952
H -6.4855 -10.6275 14.3092  0.0963
H -4.0709 -11.5676 11.1457  0.0921
H -2.3312 -9.7202 11.7361  0.1220
C -1.6972 -15.9759 22.2047  -0.0858
C -1.5166 -17.2553 21.6601  -0.0792
C -2.0857 -17.5100 20.4234  -0.1563
N -2.7975 -16.6164 19.7560  0.0486
C -2.9915 -15.4558 20.2771  -0.1987
C -2.3835 -15.0098 21.4761  -0.0555
H -1.3766 -15.8640 23.2696  0.1172
H -0.8575 -18.0012 22.1690  0.1148
H -1.8778 -18.4556 19.9925  0.0911
H -3.7871 -14.8412 19.7588  0.1118
H -2.6313 -13.9818 21.8483  0.1048

Results
Gap between HOMO and LUMO: 10.018 eV
LUMO: 0.68 eV
Relative energy (zero: lowest compared OMol25 entry of this formula, charge and spin): 52.3 kcal/mol
Spin multiplicity: 1
E_tot: -40534.4013 eV



[3]
Here is 6 unconnected molecules or ions with the total composition C30H30N6 at a distorted geometry from OMol25. Energies are from the ωB97M-V functional and the def2-TZVPD basis.

Last column: Löwdin charge in e.
Positions of all 66 atoms, in Å:
C 1.6332 -3.5899 0.2956  -0.0540
C 1.4204 -4.8915 0.7478  -0.0788
C 1.7668 -5.9486 -0.0408  -0.1592
N 2.2184 -5.8256 -1.3103  0.0571
C 2.3508 -4.5468 -1.7796  -0.1103
C 2.0544 -3.3759 -1.0217  -0.0752
H 1.2660 -2.8496 0.9910  0.1040
H 1.0716 -4.9895 1.7653  0.1039
H 1.7669 -6.9723 0.3035  0.1014
H 2.6569 -4.3373 -2.7939  0.0934
H 2.0561 -2.3774 -1.4334  0.0324
C -4.0935 -0.0034 0.4036  -0.1032
C -3.5743 1.2595 0.1168  -0.1515
C -4.4706 2.3279 -0.1218  -0.1152
N -5.8015 2.1922 0.1827  0.0349
C -6.2832 0.9822 0.6018  -0.1495
C -5.4316 -0.1558 0.6410  -0.0809
H -3.4465 -0.8652 0.4747  0.0717
H -2.5103 1.2726 -0.0681  0.0473
H -4.1637 3.2866 -0.5132  0.1030
H -7.3588 0.9549 0.6952  0.0834
H -5.7657 -1.0920 1.0632  0.0920
C 4.0399 1.5641 2.6651  -0.0476
C 3.7110 1.4582 4.0387  -0.0747
C 2.5246 0.8408 4.4147  -0.1246
N 1.6499 0.2606 3.5013  0.0818
C 2.0675 0.2512 2.1800  -0.1843
C 3.2178 0.9097 1.7408  -0.0572
H 4.9781 2.0374 2.4159  0.1027
H 4.3743 1.8925 4.7721  0.0969
H 2.3660 0.7484 5.4789  0.0988
H 1.3211 -0.1555 1.5137  0.0538
H 3.3760 1.0015 0.6764  0.1043
C 0.4836 -1.4224 -1.7545  -0.1440
C -0.8696 -1.5837 -1.3909  0.0292
C -1.3344 -0.7281 -0.3653  -0.0501
N -0.5556 0.2046 0.2655  -0.0117
C 0.7345 0.2865 -0.1402  -0.1118
C 1.2891 -0.5345 -1.1143  -0.0790
H 0.9163 -1.9619 -2.5841  0.0739
H -1.5346 -2.2391 -1.9336  0.1127
H -2.3758 -0.8052 -0.0898  0.0421
H 1.4013 0.8792 0.4684  0.0582
H 2.3207 -0.4663 -1.4266  0.1006
C -0.4922 2.8368 3.2006  -0.0297
C -1.6676 3.5737 3.4183  -0.0549
C -2.8101 3.3207 2.5969  -0.0744
N -2.7507 2.4532 1.5622  0.0494
C -1.5530 1.8251 1.2851  -0.1386
C -0.4831 1.9369 2.1028  -0.0282
H 0.3163 3.0271 3.8908  0.0945
H -1.8036 4.2984 4.2074  0.0907
H -3.7096 3.8974 2.7541  0.1050
H -1.6450 0.9955 0.5998  -0.0080
H 0.4127 1.3679 1.9024  0.0434
C 0.6104 -0.0596 -5.0326  -0.0807
C 0.4019 1.2957 -5.1466  -0.0602
C 1.3504 2.1630 -4.5749  -0.1314
N 2.4102 1.7236 -3.8815  0.0757
C 2.5521 0.3872 -3.7752  -0.1672
C 1.6821 -0.5140 -4.3247  -0.1136
H -0.0958 -0.7238 -5.5086  0.1127
H -0.3840 1.6680 -5.7871  0.1022
H 1.1106 3.1945 -4.7867  0.1003
H 3.3223 0.0103 -3.1186  0.0997
H 1.7622 -1.5705 -4.1155  0.0967

Results
Gap between HOMO and LUMO: 7.388 eV
LUMO: 0.10 eV
Relative energy (zero: lowest compared OMol25 entry of this formula, charge and spin): 242.7 kcal/mol
Spin multiplicity: 1
E_tot: -40526.1467 eV



[4]
Here is a molecular structure, C30H31BClIN9O2STc at a distorted geometry from OMol25. Energies are from the ωB97M-V functional and the def2-TZVPD basis.

Last column: Löwdin charge in e.
Positions of all 77 atoms, in Å:
Tc 0.4991 0.8271 0.0815  0.7083
S 1.2028 3.0184 -0.0709  0.6084
C -0.3922 3.7367 -0.2035  -0.8232
N -0.3928 5.1087 -0.3071  0.0228
N -1.4778 5.7609 0.0518  0.0219
C -2.2875 5.6011 1.1972  -0.2212
C -2.0628 4.6219 2.1638  -0.0339
C -2.8845 4.5659 3.2790  -0.0817
C -3.9249 5.4693 3.4453  -0.0921
C -4.1443 6.4416 2.4788  -0.0822
C -3.3306 6.5106 1.3631  -0.0284
N -1.4745 3.0324 -0.2806  0.0065
N -1.3084 1.6734 -0.3232  -0.1984
C -2.5349 1.0344 -0.6290  -0.2823
C -2.5318 -0.0183 -1.5434  -0.0721
C -3.7256 -0.6016 -1.9483  -0.0848
C -4.9311 -0.1652 -1.4157  -0.0859
C -4.9317 0.8710 -0.4871  -0.0730
C -3.7470 1.4812 -0.1058  -0.0228
H -1.5711 6.6403 -0.4301  0.1447
H -1.2442 3.9282 2.0563  0.0906
H -2.7028 3.8097 4.0329  0.1019
H -4.5559 5.4212 4.3235  0.1023
H -4.9512 7.1528 2.6002  0.1072
H -3.4996 7.2719 0.6076  0.1146
H -1.5919 -0.3205 -1.9965  0.0672
H -3.7161 -1.3836 -2.6996  0.1123
H -5.8595 -0.6259 -1.7295  0.1033
H -5.8705 1.2254 -0.0762  0.1061
H -3.7460 2.3156 0.5835  0.1034
Cl 0.0277 -1.7763 0.2220  0.7991
N -1.2124 -1.9649 4.0931  0.2123
C -0.7798 -0.9459 4.8495  -0.4804
N -0.8409 -1.0651 6.1790  0.1888
N -0.2988 0.1776 4.3615  0.1373
C -0.1065 0.4099 3.1042  -0.2631
N 0.1204 0.7496 2.0202  -0.0006
H -1.6669 -2.7607 4.5050  0.1228
H -1.3293 -1.8272 3.1023  0.0769
H -1.1315 -1.9160 6.6238  0.1191
H -0.4698 -0.3190 6.7405  0.1250
I 1.6284 0.1728 -2.5307  1.0415
C 3.0406 -0.0831 -0.9905  -0.7326
C 4.3635 -0.3947 -1.2085  -0.0932
C 5.1937 -0.4514 -0.0979  -0.0355
C 4.6588 -0.2013 1.1553  -0.0329
C 3.3126 0.0903 1.2720  -0.1025
N 2.4968 0.1523 0.2060  -0.2152
H 4.7290 -0.5844 -2.2079  0.1118
H 6.2452 -0.6807 -0.2171  0.1223
H 5.2773 -0.2294 2.0431  0.1184
H 2.8508 0.2936 2.2292  0.1109
C -6.9868 -5.8959 2.1351  -0.0390
C -7.0315 -4.4509 1.6046  -0.5586
C -8.1908 -4.3114 0.6107  -0.0492
C -7.2844 -3.5002 2.7765  -0.0658
C -5.6886 -4.1623 0.9192  -0.1526
C -5.4112 -4.7223 -0.3354  -0.0089
C -4.2014 -4.5428 -1.0005  0.0384
C -3.2597 -3.7798 -0.3577  -0.1826
O -2.0033 -3.3719 -0.8032  0.1821
B -1.5580 -2.5542 0.1940  -1.0261
O -2.4100 -2.4679 1.2687  0.1344
C -3.5102 -3.2338 0.8808  -0.1625
C -4.7021 -3.3970 1.5458  0.0715
H -7.9266 -6.1541 2.6323  0.0905
H -6.1697 -6.0181 2.8511  0.0886
H -6.8250 -6.6030 1.3181  0.0853
H -9.1384 -4.4532 1.1356  0.0887
H -8.1471 -5.0548 -0.1868  0.0758
H -8.2021 -3.3167 0.1559  0.0942
H -8.2824 -3.6774 3.1808  0.0890
H -7.2322 -2.4560 2.4546  0.0931
H -6.5704 -3.6530 3.5893  0.0794
H -6.1701 -5.3170 -0.8256  0.1126
H -4.0211 -4.9715 -1.9785  0.1315
H -4.8535 -2.9088 2.5007  0.1210

Results
Gap between HOMO and LUMO (alpha / beta): 6.184 / 6.039 eV
LUMO (alpha / beta): -2.48 / -3.42 eV
<S²>: 3.785
Relative energy (zero: lowest compared OMol25 entry of this formula, charge and spin): 17.1 kcal/mol
Charge: +1
Spin multiplicity: 4
E_tot: -83449.4547 eV



- The highest spin multiplicity belongs to which entry?
  C30H31BClIN9O2STc



- The highest relative energy (zero: lowest compared OMol25 entry of this formula, charge and spin) belongs to which entry?
  number 3